# 1
C16H20IN2O3PtS | ωB97M-V/def2-TZVPD

Each line ends with the Mulliken charge.
Cartesian coordinates (Å):
Pt -0.2765 -0.8291 0.6177  0.75
I 1.6676 -0.8525 6.4034  0.30
C 1.4259 -0.4822 4.4281  -0.65
C 2.2087 0.3450 3.6296  -0.12
N 1.7172 0.3030 2.3884  0.11
N 0.6636 -0.5443 2.3304  -0.17
C 0.4706 -1.0111 3.5697  -0.32
H 3.0753 0.9422 3.8684  0.50
H 2.0638 0.7677 1.5610  0.18
H -0.3243 -1.7058 3.7822  0.50
C -10.4485 -4.7915 2.9903  -1.13
C -9.3180 -4.4928 2.0718  0.76
O -8.7349 -5.0114 1.2327  -0.23
S -8.6934 -2.4916 2.6872  -0.21
C -7.1957 -2.1935 2.1560  0.98
C -6.5365 -2.8765 1.0253  -0.42
C -5.2712 -2.5859 0.7146  -0.69
C -4.5108 -1.5927 1.4930  0.85
C -5.2000 -0.8240 2.5391  -0.71
C -6.4661 -1.1058 2.8499  -0.61
C -3.2027 -1.4062 1.2834  2.95
C -1.9806 -1.1998 1.0456  -2.70
H -10.8841 -5.7391 2.6777  0.34
H -11.1819 -3.9856 2.9490  0.41
H -10.0668 -4.8638 4.0111  0.40
H -7.0921 -3.5952 0.4433  0.50
H -4.7755 -3.0744 -0.1133  0.46
H -4.6567 -0.0404 3.0485  0.48
H -6.9852 -0.5625 3.6290  0.46
C -0.3051 2.3711 -0.2566  -0.63
O 0.0705 1.0474 -0.7545  -0.48
H -1.3805 2.4283 -0.1102  0.29
H 0.0248 3.1222 -0.9687  0.31
H 0.2109 2.5071 0.6885  0.27
H -0.2602 0.9751 -1.6601  0.32
C 3.5175 -2.7176 -1.0431  -1.28
C 2.1612 -2.6584 -0.3990  -0.15
O 1.6384 -1.2743 -0.4258  -0.58
H 3.8689 -3.7494 -1.0412  0.37
H 4.2451 -2.1086 -0.5088  0.33
H 3.4752 -2.3920 -2.0849  0.41
H 2.1946 -2.9260 0.6547  0.29
H 1.4420 -3.3029 -0.9027  0.31
H 1.7868 -0.9014 -1.3058  0.28

Energy above the lowest of the compared OMol25 structures with the same formula, charge and spin in kJ/mol: 336.3
Net charge: +3
DFT total energy in Eh: -1770.89864
LUMO energy (alpha / beta) in eV: -12.104 / -12.103
Maximum force in eV/A: 3.00



# 2
C16H20N2 | ωB97M-V/def2-TZVPD

Each line ends with the Mulliken charge.
Cartesian coordinates (Å):
C -0.2284 3.4329 0.6599  -1.63
H -0.2241 3.8729 -0.3339  0.38
H 0.4908 3.9605 1.2806  0.41
H -1.2141 3.5567 1.0998  0.33
C 0.1282 1.9449 0.5959  0.95
N 0.2091 1.4370 1.9636  -0.31
H -0.3223 0.5796 2.0603  0.34
C 1.5515 1.2460 2.4861  -1.40
C 2.2885 0.1300 1.7885  0.95
C 1.9419 -1.1981 2.0213  -0.34
C 2.5639 -2.1928 1.2864  -0.39
N 3.4751 -1.9509 0.3586  -0.63
C 3.8113 -0.6924 0.1390  -0.45
C 3.2556 0.3791 0.8213  -0.32
H 3.5748 1.3889 0.6084  0.42
H 4.5624 -0.5366 -0.6250  0.37
H 2.3216 -3.2362 1.4415  0.38
H 1.2018 -1.4486 2.7684  0.44
H 2.0950 2.1878 2.3770  0.37
H 1.4580 1.0219 3.5532  0.46
C -0.9123 1.1763 -0.2226  -1.16
H -1.0998 1.7156 -1.1531  0.40
H -1.8516 1.1431 0.3350  0.40
C -0.4648 -0.2508 -0.5655  -0.03
C -1.5349 -0.9580 -1.3458  -0.07
C -2.5458 -1.6498 -0.6911  -0.31
C -3.5566 -2.2677 -1.4054  -0.63
C -3.5707 -2.1994 -2.7879  -0.40
C -2.5687 -1.5114 -3.4502  -0.62
C -1.5595 -0.8943 -2.7328  -0.22
H -0.7774 -0.3603 -3.2540  0.37
H -2.5727 -1.4563 -4.5291  0.38
H -4.3586 -2.6824 -3.3469  0.37
H -4.3346 -2.8046 -0.8821  0.37
H -2.5388 -1.7085 0.3886  0.36
H 0.4584 -0.2072 -1.1486  0.36
H -0.2528 -0.8078 0.3507  0.04
H 1.1007 1.8409 0.0900  0.04

Energy above the lowest of the compared OMol25 structures with the same formula, charge and spin in kJ/mol: 46.9
SMILES: C[C@H](CCc1ccccc1)NCc1ccncc1
DFT total energy in Eh: -731.19646
LUMO energy in eV: 0.845
Maximum force in eV/A: 0.55



# 3
C16H20N2O | ωB97M-V/def2-TZVPD

Each line ends with the Mulliken charge.
Cartesian coordinates (Å):
O -3.3330 -2.1155 -0.3247  -0.61
C -2.6293 -1.3301 0.2566  0.38
N -1.2598 -1.3353 0.1989  0.59
N -0.5901 -2.2129 -0.5748  -1.02
C 0.6550 -2.1058 -0.7657  -0.78
C 1.5913 -1.0531 -0.2429  2.62
C 2.1502 -1.4377 1.1346  -0.89
C 2.9214 -0.2559 1.7157  -0.55
C 3.8522 0.3392 0.7038  -0.39
C 3.7835 0.0831 -0.5917  -0.54
C 2.7585 -0.8221 -1.2026  -0.95
H 3.2279 -1.7786 -1.4578  0.46
H 2.3912 -0.3845 -2.1345  0.35
H 4.4912 0.5283 -1.2773  0.39
H 4.6027 1.0143 1.0913  0.40
H 2.2217 0.5183 2.0509  0.22
H 3.4904 -0.5749 2.5926  0.48
H 2.8180 -2.2936 1.0198  0.39
H 1.3428 -1.7319 1.8096  0.37
H 1.0543 -0.1026 -0.1382  -1.64
H 1.0789 -2.8884 -1.3803  0.37
H -0.7572 -0.5781 0.6595  0.19
C -3.1599 -0.2029 1.1303  -0.56
C -3.1875 1.1249 0.3503  -1.24
C -1.8093 1.6047 -0.0103  0.16
C -0.9776 2.1485 0.9641  0.06
C 0.3012 2.5716 0.6469  -0.64
C 0.7681 2.4584 -0.6526  -0.50
C -0.0530 1.9216 -1.6304  -0.68
C -1.3309 1.4958 -1.3105  -0.07
H -1.9640 1.0708 -2.0758  0.39
H 0.3036 1.8312 -2.6458  0.41
H 1.7682 2.7824 -0.8983  0.39
H 0.9349 2.9943 1.4131  0.47
H -1.3397 2.2467 1.9784  0.41
H -3.6822 1.8764 0.9707  0.39
H -3.7804 0.9852 -0.5549  0.40
H -2.5469 -0.0985 2.0274  0.38
H -4.1771 -0.4630 1.4242  0.38

Energy above the lowest of the compared OMol25 structures with the same formula, charge and spin in kJ/mol: 175.8
SMILES: O=C(CCc1ccccc1)N/N=C\[C@@H]1CC=CCC1
DFT total energy in Eh: -806.41399
LUMO energy in eV: 0.694
Maximum force in eV/A: 1.05



What did the first record say?
C16H20IN2O3PtS | ωB97M-V/def2-TZVPD

Each line ends with the Mulliken charge.
Cartesian coordinates (Å):
Pt -0.2765 -0.8291 0.6177  0.75
I 1.6676 -0.8525 6.4034  0.30
C 1.4259 -0.4822 4.4281  -0.65
C 2.2087 0.3450 3.6296  -0.12
N 1.7172 0.3030 2.3884  0.11
N 0.6636 -0.5443 2.3304  -0.17
C 0.4706 -1.0111 3.5697  -0.32
H 3.0753 0.9422 3.8684  0.50
H 2.0638 0.7677 1.5610  0.18
H -0.3243 -1.7058 3.7822  0.50
C -10.4485 -4.7915 2.9903  -1.13
C -9.3180 -4.4928 2.0718  0.76
O -8.7349 -5.0114 1.2327  -0.23
S -8.6934 -2.4916 2.6872  -0.21
C -7.1957 -2.1935 2.1560  0.98
C -6.5365 -2.8765 1.0253  -0.42
C -5.2712 -2.5859 0.7146  -0.69
C -4.5108 -1.5927 1.4930  0.85
C -5.2000 -0.8240 2.5391  -0.71
C -6.4661 -1.1058 2.8499  -0.61
C -3.2027 -1.4062 1.2834  2.95
C -1.9806 -1.1998 1.0456  -2.70
H -10.8841 -5.7391 2.6777  0.34
H -11.1819 -3.9856 2.9490  0.41
H -10.0668 -4.8638 4.0111  0.40
H -7.0921 -3.5952 0.4433  0.50
H -4.7755 -3.0744 -0.1133  0.46
H -4.6567 -0.0404 3.0485  0.48
H -6.9852 -0.5625 3.6290  0.46
C -0.3051 2.3711 -0.2566  -0.63
O 0.0705 1.0474 -0.7545  -0.48
H -1.3805 2.4283 -0.1102  0.29
H 0.0248 3.1222 -0.9687  0.31
H 0.2109 2.5071 0.6885  0.27
H -0.2602 0.9751 -1.6601  0.32
C 3.5175 -2.7176 -1.0431  -1.28
C 2.1612 -2.6584 -0.3990  -0.15
O 1.6384 -1.2743 -0.4258  -0.58
H 3.8689 -3.7494 -1.0412  0.37
H 4.2451 -2.1086 -0.5088  0.33
H 3.4752 -2.3920 -2.0849  0.41
H 2.1946 -2.9260 0.6547  0.29
H 1.4420 -3.3029 -0.9027  0.31
H 1.7868 -0.9014 -1.3058  0.28

Energy above the lowest of the compared OMol25 structures with the same formula, charge and spin in kJ/mol: 336.3
Net charge: +3
DFT total energy in Eh: -1770.89864
LUMO energy (alpha / beta) in eV: -12.104 / -12.103
Maximum force in eV/A: 3.00